ORCA calculation (ωB97M-V/def2-TZVPD) on a 2-piece molecular cluster, C33H42Br2ClF13N3O3S overall.

Structure (ORCA input):
```
! wB97M-V def2-TZVPD RIJCOSX def2/J DEFGRID3
* xyz 1 1
C 4.28 0.46 4.00
C 3.58 -0.61 3.16
N 2.13 -0.37 2.84
C 1.95 -0.24 1.39
C 2.11 -1.61 0.67
C 0.74 -2.01 0.19
C 0.25 -1.55 -0.95
N 0.92 -0.68 -1.84
C -1.14 -1.97 -1.32
O -1.46 -2.19 -2.47
C -2.06 -2.10 -0.13
C -3.38 -1.72 -0.20
Cl -4.02 -1.10 -1.68
C -4.15 -1.82 0.92
C -5.60 -1.34 0.89
C -5.87 -0.54 2.20
C -7.06 0.42 2.11
F -7.87 0.11 3.16
F -7.80 0.13 1.01
C -6.74 1.94 2.26
F -5.59 2.13 2.93
F -7.68 2.45 3.09
C -6.85 2.88 1.01
F -6.78 4.14 1.45
F -8.12 2.75 0.57
C -5.97 2.67 -0.24
F -6.34 3.62 -1.10
F -6.26 1.53 -0.86
S -4.09 2.77 -0.05
F -4.11 1.44 0.81
F -4.19 3.69 1.21
F -3.98 4.07 -0.95
F -3.91 1.92 -1.38
F -2.51 2.77 0.10
C -3.64 -2.34 2.04
C -2.34 -2.74 2.14
C -1.80 -3.33 3.41
Br -2.35 -2.29 4.98
C -2.16 -4.83 3.60
C -3.56 -5.07 4.15
Br -2.05 -5.85 1.93
C -1.56 -2.59 1.04
C -0.08 -2.92 1.03
O 0.42 -3.85 1.63
C 1.60 0.76 3.52
C 1.07 0.57 4.92
O 1.57 1.88 3.02
H 5.33 0.17 4.07
H 4.27 1.45 3.54
H 3.92 0.50 5.02
H 3.64 -1.54 3.72
H 4.12 -0.69 2.22
H 2.60 0.54 0.98
H 0.93 0.12 1.24
H 2.49 -2.34 1.37
H 2.76 -1.43 -0.18
H 0.29 -0.58 -2.64
H 1.77 -1.12 -2.17
H -6.29 -2.18 0.88
H -5.70 -0.72 0.01
H -6.10 -1.28 2.95
H -4.94 -0.07 2.51
H -4.24 -2.44 2.93
H -0.72 -3.27 3.42
H -1.41 -5.28 4.25
H -3.73 -6.15 4.20
H -4.29 -4.65 3.47
H -3.64 -4.70 5.17
H 1.87 0.49 5.65
H 0.46 -0.33 4.99
H 0.46 1.43 5.20
C 5.06 4.08 -6.58
C 4.67 3.67 -5.15
C 5.63 2.68 -4.51
N 5.22 1.23 -4.62
C 4.96 0.83 -6.03
C 6.33 0.36 -4.05
C 5.99 0.22 -2.58
C 4.48 0.01 -2.62
C 4.00 0.94 -3.74
H 4.97 3.27 -7.29
H 4.42 4.89 -6.92
H 6.09 4.44 -6.60
H 3.64 3.30 -5.14
H 4.68 4.57 -4.54
H 5.71 2.88 -3.44
H 6.63 2.76 -4.94
H 5.84 1.07 -6.63
H 4.08 1.36 -6.39
H 4.77 -0.24 -6.06
H 6.29 -0.61 -4.55
H 7.29 0.83 -4.24
H 6.25 1.12 -2.03
H 6.51 -0.62 -2.11
H 4.00 0.24 -1.67
H 4.24 -1.02 -2.87
H 3.63 1.88 -3.34
H 3.23 0.48 -4.35
*
```

Summary:
E: -244276.9394 eV
LUMO energy: -2.56 eV
Orbital gap: 8.366 eV
Max |F|: 0.054 Eh/bohr

ORCA calculation (ωB97M-V/def2-TZVPD) on C33H42CaN7O4S2 as an isolated structure.

Structure (ORCA input):
```
! wB97M-V def2-TZVPD RIJCOSX def2/J DEFGRID3
* xyz -1 1
Ca -1.58 -0.84 0.03
O -3.69 -1.23 -3.31
S -3.04 -1.43 -2.03
O -3.37 -2.68 -1.32
O -1.52 -1.38 -2.13
O -3.37 -0.29 -1.06
C -4.21 2.28 3.89
C -3.90 2.28 2.39
C -2.66 3.08 2.03
C -2.74 4.46 1.99
C -1.67 5.23 1.58
C -0.49 4.61 1.19
C -0.37 3.22 1.22
C 0.94 2.60 0.81
C 2.02 2.77 1.88
C -1.45 2.46 1.68
N -1.36 1.05 1.73
C -1.35 0.50 2.90
C -1.58 -0.88 3.16
C -1.69 -1.48 4.42
C -2.16 -2.78 4.19
C -2.32 -2.88 2.80
N -1.98 -1.75 2.17
H -5.14 1.74 4.09
H -4.32 3.30 4.26
H -3.42 1.80 4.46
H -4.74 2.71 1.85
H -3.79 1.25 2.04
H -3.68 4.94 2.26
H -1.74 6.31 1.55
H 0.35 5.20 0.84
H 1.26 3.06 -0.13
H 0.79 1.54 0.58
H 2.28 3.82 2.01
H 2.93 2.23 1.60
H 1.68 2.38 2.84
H -1.21 1.13 3.79
H -1.46 -1.02 5.37
H -2.37 -3.54 4.92
H -2.69 -3.72 2.23
C 2.07 -0.79 1.57
N 1.49 -1.95 2.21
C 1.62 -1.87 3.65
C 2.05 -3.19 1.73
C 2.03 -3.36 0.21
N 0.74 -3.09 -0.40
C 0.82 -3.24 -1.84
C -0.31 -3.93 0.17
H 3.17 -0.74 1.68
H 1.65 0.12 2.01
H 1.83 -0.78 0.50
H 2.68 -1.87 3.96
H 1.11 -2.71 4.11
H 1.16 -0.95 4.01
H 1.51 -4.01 2.20
H 3.11 -3.29 2.05
H 2.34 -4.41 0.02
H 2.77 -2.72 -0.26
H 1.07 -4.28 -2.13
H 1.60 -2.58 -2.23
H -0.12 -2.95 -2.29
H -0.09 -5.01 0.10
H -1.24 -3.72 -0.38
H -0.44 -3.65 1.21
N 1.84 0.89 -4.11
C 3.09 0.33 -4.39
C 3.60 0.35 -5.68
C 4.84 -0.20 -5.95
C 5.58 -0.78 -4.94
C 5.07 -0.81 -3.65
C 3.84 -0.24 -3.36
S 3.24 -0.21 -1.70
N 1.60 0.20 -1.85
C 1.14 0.68 -2.93
C -0.29 1.11 -2.99
C -1.04 0.94 -4.14
C -2.37 1.35 -4.13
C -2.87 1.93 -2.98
C -2.04 2.03 -1.87
N -0.78 1.62 -1.87
H 1.33 1.29 -4.87
H 3.01 0.80 -6.47
H 5.23 -0.17 -6.96
H 6.55 -1.22 -5.14
H 5.63 -1.27 -2.85
H -0.63 0.44 -5.01
H -3.01 1.18 -4.98
H -3.91 2.22 -2.90
H -2.42 2.43 -0.94
*
```

Summary:
ΔE to the lowest compared entry with this formula, charge and spin: 12.1 kcal per mole
E: -93638.6749 eV
LUMO energy: 2.27 eV
Orbital gap: 7.258 eV
Max |F|: 0.035 Eh/bohr

ORCA calculation (ωB97M-V/def2-TZVPD) on C33H42F6P as an isolated structure.

Structure (ORCA input):
```
! wB97M-V def2-TZVPD RIJCOSX def2/J DEFGRID3
* xyz 1 1
C 2.78 3.89 2.99
C 2.12 3.97 1.57
C 1.29 2.72 1.24
C 0.35 2.23 2.42
P -0.55 0.60 2.18
C -2.35 1.27 1.78
C -3.46 0.57 2.59
C -4.86 0.88 2.00
C -5.10 2.39 1.84
C -3.97 3.12 1.09
C -2.62 2.80 1.73
C -0.19 -0.90 3.28
C 1.22 -0.91 3.90
C 1.70 -2.34 3.88
C 0.72 -3.25 4.66
C -0.77 -3.04 4.30
C -1.15 -1.53 4.27
C 0.92 2.30 3.85
C 1.74 3.62 4.10
H 3.57 3.11 3.02
H 3.31 4.84 3.20
H 1.54 4.91 1.55
H 2.91 4.12 0.80
H 0.71 2.89 0.31
H 1.95 1.88 1.01
H -0.44 3.01 2.47
H -2.43 0.94 0.75
H -3.32 -0.52 2.60
H -3.41 0.95 3.62
H -4.97 0.35 1.04
H -5.62 0.46 2.67
H -6.07 2.57 1.35
H -5.19 2.84 2.84
H -3.96 2.87 0.02
H -4.13 4.20 1.15
H -2.64 3.17 2.76
H -1.84 3.33 1.17
H -0.10 -1.67 2.50
H 1.93 -0.29 3.34
H 1.19 -0.53 4.94
H 1.79 -2.71 2.85
H 2.71 -2.42 4.31
H 1.00 -4.31 4.53
H 0.83 -3.02 5.74
H -0.97 -3.48 3.31
H -1.41 -3.59 5.00
H -1.04 -1.13 5.28
H -2.20 -1.44 3.97
H 0.06 2.22 4.56
H 1.57 1.44 4.06
H 2.22 3.54 5.09
H 1.03 4.46 4.17
F -1.51 -4.74 -3.48
C -2.35 -4.49 -2.42
F -3.52 -4.13 -2.99
F -2.53 -5.71 -1.79
C -1.84 -3.49 -1.42
C -2.53 -2.32 -1.10
C -1.89 -1.37 -0.33
C -0.56 -1.50 0.08
C 0.27 -0.36 0.61
C 1.64 -0.40 -0.03
C 1.85 -0.64 -1.42
C 3.12 -0.72 -1.97
C 4.24 -0.50 -1.16
C 5.61 -0.50 -1.80
F 6.04 0.78 -2.02
F 6.57 -1.13 -1.06
F 5.60 -1.13 -3.01
C 4.08 -0.24 0.20
C 2.80 -0.21 0.72
C 0.01 -2.78 -0.07
C -0.59 -3.75 -0.85
H -3.51 -2.10 -1.50
H -2.38 -0.41 -0.19
H -0.18 0.73 0.44
H 0.98 -0.73 -2.06
H 3.26 -0.94 -3.03
H 4.93 -0.07 0.87
H 2.67 0.00 1.77
H 1.01 -2.97 0.30
H -0.05 -4.67 -1.07
*
```

Summary:
ΔE to the lowest compared entry with this formula, charge and spin: 6.8 kcal per mole
E: -60489.4471 eV
LUMO energy: -3.13 eV
Orbital gap: 8.574 eV
Max |F|: 0.082 Eh/bohr

ORCA calculation (ωB97M-V/def2-TZVPD) on C33H42GeN4O4S2Ti as an isolated structure.

Structure (ORCA input):
```
! wB97M-V def2-TZVPD RIJCOSX def2/J DEFGRID3
* xyz -1 4
Ti -0.56 -0.20 -0.70
C -0.15 3.25 0.34
C 0.58 2.68 -0.84
C -0.33 2.68 -2.09
C 1.97 3.24 -1.27
O 0.83 1.27 -0.56
Ge 2.63 0.55 -0.46
O 1.80 -0.99 -1.05
C 2.55 -1.96 -1.84
C 1.65 -3.08 -2.10
C 3.79 -2.55 -1.13
C 3.10 -1.25 -3.14
O 2.27 0.44 1.40
C 3.18 0.18 2.47
C 4.60 0.65 2.04
C 2.65 0.93 3.70
C 3.18 -1.32 2.71
H 0.09 4.29 0.48
H -1.20 3.17 0.16
H 0.02 2.69 1.32
H -0.63 3.71 -2.37
H 0.07 2.29 -3.05
H -1.21 2.20 -1.72
H 2.44 2.49 -1.92
H 2.57 3.37 -0.39
H 1.92 4.11 -1.93
H 2.29 -3.92 -2.39
H 0.84 -2.82 -2.82
H 1.27 -3.16 -1.07
H 3.57 -3.30 -0.38
H 4.35 -2.98 -1.98
H 4.50 -1.85 -0.68
H 2.27 -0.72 -3.48
H 4.05 -0.66 -2.91
H 3.43 -2.03 -3.85
H 4.57 1.77 1.83
H 5.38 0.61 2.80
H 4.85 0.14 1.15
H 2.21 1.89 3.43
H 1.82 0.37 4.15
H 3.47 1.02 4.56
H 3.57 -1.77 1.82
H 2.12 -1.66 2.76
H 3.78 -1.66 3.57
N -2.09 -3.92 1.66
C -1.73 -2.89 0.81
S -0.32 -1.84 1.22
N -2.14 -2.93 -0.40
N -1.84 -1.99 -1.25
C -2.35 -2.00 -2.54
C -2.01 -1.35 -3.63
C -2.65 -1.62 -4.96
C -2.32 -0.82 -6.11
C -1.01 -0.47 -6.22
C -0.31 -0.18 -5.07
C -0.75 -0.60 -3.78
O -0.24 -0.20 -2.59
H -1.71 -3.96 2.58
H -2.68 -4.71 1.19
H -3.24 -2.55 -2.56
H -3.62 -2.18 -5.10
H -3.13 -0.74 -6.80
H -0.56 -0.08 -7.15
H 0.69 0.29 -5.21
S -3.21 -0.38 3.23
C -2.29 0.13 4.62
C -2.14 -0.44 5.89
C -1.22 0.14 6.72
C -0.44 1.27 6.34
C -0.67 1.87 5.12
C -1.62 1.31 4.23
N -1.82 1.79 2.94
C -2.73 1.06 2.33
C -3.30 1.05 0.92
C -4.65 1.51 0.76
C -5.27 1.55 -0.49
C -4.50 1.29 -1.62
C -3.15 0.88 -1.41
C -2.46 0.80 -0.17
H -2.72 -1.25 6.24
H -1.04 -0.31 7.70
H 0.33 1.65 7.04
H -0.13 2.79 4.89
H -5.21 1.78 1.72
H -6.29 1.92 -0.69
H -4.90 1.57 -2.61
H -2.70 0.65 -2.37
*
```

Summary:
ΔE to the lowest compared entry with this formula, charge and spin: 96.0 kcal per mole
E: -150354.7803 eV
LUMO energy (alpha / beta): 2.44 / 0.74 eV
Orbital gap (alpha / beta): 5.569 / 5.435 eV
Max |F|: 0.099 Eh/bohr

ORCA calculation (ωB97M-V/def2-TZVPD) on C33H42NO4P2SSiTa as an isolated structure.

Structure (ORCA input):
```
! wB97M-V def2-TZVPD RIJCOSX def2/J DEFGRID3
* xyz 2 1
Ta -0.91 -0.50 -0.55
N 2.05 0.67 -0.35
P 1.62 -0.90 0.18
C 2.04 -1.04 1.91
C 2.04 -2.31 2.49
C 2.24 -2.43 3.86
C 2.43 -1.30 4.64
C 2.43 -0.03 4.06
C 2.22 0.10 2.70
C 2.53 -2.12 -0.74
C 1.97 -2.70 -1.88
C 2.74 -3.53 -2.68
C 4.07 -3.77 -2.36
C 4.63 -3.19 -1.23
C 3.87 -2.37 -0.41
P 0.89 1.23 -1.45
C 0.79 3.01 -1.27
C 0.18 3.76 -2.28
C 0.01 5.12 -2.11
C 0.46 5.74 -0.95
C 1.09 5.00 0.04
C 1.25 3.63 -0.11
C 1.38 0.79 -3.12
C 2.71 0.48 -3.40
C 3.08 0.14 -4.69
C 2.12 0.10 -5.70
C 0.80 0.40 -5.42
C 0.42 0.74 -4.13
H 3.02 0.97 -0.38
H 1.89 -3.19 1.89
H 2.25 -3.41 4.31
H 2.60 -1.40 5.70
H 2.59 0.84 4.67
H 2.21 1.09 2.25
H 0.94 -2.51 -2.15
H 2.30 -3.98 -3.56
H 4.66 -4.42 -2.98
H 5.67 -3.39 -0.98
H 4.31 -1.93 0.47
H -0.16 3.29 -3.19
H -0.45 5.71 -2.89
H 0.34 6.81 -0.83
H 1.46 5.49 0.94
H 1.75 3.05 0.66
H 3.46 0.49 -2.62
H 4.11 -0.09 -4.91
H 2.42 -0.16 -6.71
H 0.05 0.36 -6.20
H -0.62 0.95 -3.92
O -3.43 -2.13 -2.51
S -2.07 -1.79 -2.61
O -1.32 -2.23 -1.21
O -1.22 -2.18 -3.68
O -1.85 -0.25 -2.27
C -4.54 -0.34 0.18
Si -2.95 -0.25 1.14
C -2.34 1.52 1.43
C -3.12 2.36 2.44
C -0.86 1.43 1.83
C -2.39 2.18 0.04
C -2.82 -1.55 2.50
C -4.08 -1.40 3.36
C -1.58 -1.42 3.39
C -2.83 -2.93 1.84
H -5.36 0.01 0.82
H -4.77 -1.36 -0.11
H -4.53 0.27 -0.72
H -3.05 1.94 3.44
H -4.17 2.43 2.16
H -2.71 3.38 2.48
H -0.69 0.95 2.79
H -0.39 2.42 1.83
H -0.21 0.85 1.11
H -3.41 2.27 -0.35
H -1.84 1.62 -0.75
H -1.92 3.17 0.04
H -4.15 -0.42 3.84
H -4.07 -2.15 4.16
H -5.00 -1.56 2.78
H -1.60 -0.52 4.01
H -0.64 -1.44 2.83
H -1.55 -2.28 4.07
H -3.67 -3.07 1.15
H -2.91 -3.70 2.61
H -1.91 -3.14 1.28
*
```

Summary:
ΔE to the lowest compared entry with this formula, charge and spin: 0.0 kcal per mole
E: -83412.3534 eV
LUMO energy: -7.63 eV
Orbital gap: 6.931 eV
Max |F|: 0.013 Eh/bohr